Entry 1:
Computed, not measured: a molecular structure, C11H23DyO3P2 in a non-equilibrium geometry, with the ωB97M-V functional and the def2-TZVPD basis.

```
40
Properties=species:S:1:pos:R:3:forces:R:3
C -1.406 -2.144 -3.045 -1.014 1.358 -0.166
C -0.350 -2.243 -3.924 0.289 -0.518 -1.366
C 0.914 -2.698 -3.429 0.703 0.597 0.213
C 0.918 -3.206 -2.083 0.744 -1.492 -0.442
C -0.217 -3.027 -1.298 1.028 1.111 0.862
Dy 0.109 -0.937 -1.918 -1.093 0.010 0.388
P -2.575 0.093 -1.418 -0.031 0.283 0.031
H -2.429 -1.916 -3.384 0.300 -0.588 -0.247
H -0.417 -1.926 -4.970 -0.046 -0.627 0.056
H 1.829 -2.689 -4.057 -0.753 -0.115 0.463
H -0.265 -3.429 -0.272 -0.189 -0.339 -0.522
H 1.820 -3.740 -1.736 -0.527 -0.115 -0.287
H -3.219 -0.296 -0.212 0.053 0.087 -0.273
H -3.686 -0.090 -2.287 0.285 0.026 0.169
H -2.718 1.500 -1.232 -0.341 -0.238 0.058
C -3.121 1.788 2.231 0.163 0.125 0.382
C -1.853 2.380 1.675 0.883 -0.654 -0.716
O -1.015 1.382 0.947 -0.276 -0.129 0.292
P -0.542 -0.069 1.591 1.875 0.629 -1.040
O 0.478 0.404 2.741 0.438 0.586 0.482
C 1.391 1.576 2.941 -0.632 -0.850 0.289
C 1.626 2.372 1.700 0.044 0.453 -0.340
O 0.698 -0.544 0.268 -0.419 1.280 2.091
C 2.122 -0.830 0.565 -1.573 -0.039 0.273
C 2.962 -0.481 -0.637 0.308 0.169 -0.347
H -3.656 1.155 1.528 0.166 -0.018 -0.135
H -3.783 2.615 2.482 -0.100 0.008 0.228
H -2.886 1.222 3.135 -0.264 -0.065 -0.022
H -2.065 3.158 0.935 0.111 -0.283 -0.039
H -1.220 2.840 2.452 -0.283 -0.243 -0.123
H 0.952 2.192 3.742 -0.011 -0.338 -0.290
H 2.328 1.163 3.327 -0.250 -0.160 -0.069
H 0.720 2.905 1.416 0.244 0.017 -0.173
H 2.418 3.102 1.886 -0.051 -0.064 0.035
H 1.940 1.733 0.873 -0.081 0.167 0.025
H 2.384 -0.244 1.440 0.276 0.031 0.006
H 2.181 -1.890 0.842 0.080 0.163 -0.242
H 2.806 0.565 -0.969 0.038 -0.461 0.234
H 4.010 -0.584 -0.343 0.001 0.068 -0.135
H 2.818 -1.161 -1.500 -0.094 0.167 0.396
```
Forces are in eV/Å.

Values from the calculation:
* calculated total energy: -2226.16945 a.u.
* ΔE to the lowest compared entry with this formula, charge and spin: 1.006 eV
* F_max: 2.5 eV/Å
* 2S+1: 6
* highest occupied orbital energy (spin up / spin down): -4.6051 / -4.7520 eV
* gap between HOMO and LUMO (spin up / spin down): 4.8 / 5.0 eV



Entry 2:
Computed, not measured: a molecular structure, C3H4FN3O in a non-equilibrium geometry, with the ωB97M-V functional and the def2-TZVPD basis.

```
12
Properties=species:S:1:pos:R:3:forces:R:3
C 0.217 0.139 -1.003 2.128 -0.166 -2.388
C -0.533 -0.115 0.992 2.570 -3.210 2.434
C 0.614 -0.464 0.249 -3.819 2.320 -0.759
H 0.680 1.487 -2.886 0.774 -4.763 3.489
H 1.942 -0.066 -2.815 -4.433 1.557 3.596
H -0.415 -1.081 2.913 -1.783 2.370 -2.095
H -1.666 0.288 2.683 1.650 -1.788 -0.904
N 0.970 0.432 -2.189 2.427 2.422 -4.778
N -1.010 0.569 -1.027 -0.382 0.908 0.500
N -1.015 -0.440 2.236 1.002 -0.877 3.625
O -1.454 0.438 0.332 -1.171 1.596 -3.305
F 1.669 -1.187 0.516 1.037 -0.369 0.585
```
Forces are in eV/Å.

Values from the calculation:
* calculated total energy: -455.91530 a.u.
* ΔE to the lowest compared entry with this formula, charge and spin: 4.842 eV
* F_max: 6.0 eV/Å
* 2S+1: 1
* highest occupied orbital energy: -8.2697 eV
* gap between HOMO and LUMO: 8.8 eV



Entry 3:
Computed, not measured: a molecular structure, C20H19ClIN4ORuSSbSe4 in a non-equilibrium geometry, with the ωB97M-V functional and the def2-TZVPD basis.

```
53
Properties=species:S:1:pos:R:3:forces:R:3
Ru 0.706 -0.075 0.018 0.115 2.441 1.204
S 2.033 1.447 4.001 0.115 0.139 -0.022
C 1.184 0.004 4.338 0.024 -0.079 0.126
C 0.803 -0.640 3.202 0.045 -0.054 -0.109
C 1.182 0.040 1.997 -0.496 -0.392 -0.371
C 1.870 1.180 2.291 0.512 0.417 0.212
C 2.513 2.015 1.288 -0.076 -0.063 0.014
C 3.377 3.077 1.583 -0.063 -0.027 0.001
C 3.993 3.758 0.554 0.034 -0.003 0.031
C 3.751 3.376 -0.761 0.001 0.096 0.096
C 2.889 2.324 -0.979 -0.219 -0.217 -0.162
N 2.276 1.665 0.005 -0.434 -1.045 0.407
H 1.031 -0.299 5.369 0.003 0.043 -0.226
H 0.298 -1.597 3.215 0.172 0.178 0.054
H 3.562 3.340 2.617 -0.018 0.006 -0.050
H 4.673 4.574 0.770 -0.055 -0.012 0.012
H 4.209 3.885 -1.597 0.001 -0.043 0.023
H 2.669 1.989 -1.988 0.046 0.010 0.107
Cl -0.407 5.574 -3.897 -0.027 -0.105 0.072
C -0.522 4.350 -2.647 0.055 -0.020 -0.202
C -1.050 4.683 -1.438 -0.095 -0.084 0.307
C -1.123 3.728 -0.409 0.072 -0.219 0.013
I -1.906 4.236 1.455 0.021 0.043 -0.066
C -0.650 2.421 -0.556 -0.073 -0.378 0.382
O -0.660 1.522 0.389 -0.013 0.787 -0.799
C -0.096 2.100 -1.851 -0.049 -0.351 0.055
N 0.439 0.830 -1.980 -0.387 0.592 -0.121
C 1.023 0.502 -3.107 -0.014 0.238 0.041
C 1.059 1.370 -4.219 0.028 -0.193 -0.073
C 0.537 2.619 -4.119 -0.014 0.128 -0.057
C -0.037 3.043 -2.895 0.018 -0.088 0.030
H -1.400 5.693 -1.268 -0.014 -0.050 0.030
H 1.488 -0.469 -3.166 0.030 -0.113 -0.001
H 1.492 1.005 -5.142 0.004 0.024 0.068
H 0.558 3.301 -4.959 0.008 0.005 0.034
Se -0.916 -4.573 -0.860 0.032 0.272 0.065
Sb -0.441 -2.351 -1.845 -0.230 -1.579 -0.613
Se -2.809 -1.424 -2.117 0.524 0.106 0.560
Se 2.134 -1.804 -0.433 -0.350 -0.847 -0.566
Se 0.411 -2.655 -4.114 0.018 0.231 0.305
N -4.000 -2.638 0.681 0.629 -0.166 -1.316
C -3.146 -2.774 1.892 0.244 0.160 0.093
C -1.727 -2.276 1.654 0.235 0.431 0.017
N -1.511 -0.946 1.066 0.101 -0.604 -0.274
H -4.694 -3.370 0.605 -0.134 -0.150 0.038
H -3.459 -2.610 -0.305 -0.074 0.122 0.712
H -4.467 -1.744 0.644 -0.208 0.389 0.060
H -3.079 -3.835 2.134 -0.038 0.031 -0.047
H -3.630 -2.251 2.718 -0.148 0.008 -0.047
H -1.249 -3.008 1.010 0.128 -0.083 -0.038
H -1.230 -2.319 2.624 -0.101 -0.030 -0.101
H -1.707 -0.167 1.680 0.169 0.136 0.112
H -2.030 -0.804 0.195 -0.054 -0.039 -0.020
```
Forces are in eV/Å.

Values from the calculation:
* total charge: -1
* calculated total energy: -12164.83160 a.u.
* ΔE to the lowest compared entry with this formula, charge and spin: 3.721 eV
* F_max: 2.7 eV/Å
* 2S+1: 2
* highest occupied orbital energy (spin up / spin down): -3.9708 / -4.0777 eV
* gap between HOMO and LUMO (spin up / spin down): 5.3 / 5.4 eV